C41H35N3O2STeTi as an isolated structure in a non-equilibrium geometry, computed with ωB97M-V/def2-TZVPD.

XYZ file:
```
84
C41H35N3O2STeTi | the OMol25 dataset | ωB97M-V/def2-TZVPD
Ti 0.20 0.43 0.23
C -4.26 1.54 5.15
C -3.19 0.99 4.25
C -2.65 -0.27 4.44
C -1.64 -0.81 3.64
C -1.11 -2.19 3.88
O -0.58 -2.82 2.98
C -1.26 -2.80 5.24
C -1.01 -2.07 6.40
C -1.09 -2.70 7.63
C -1.43 -4.04 7.71
C -1.68 -4.76 6.56
C -1.58 -4.15 5.32
C -1.16 -0.02 2.60
O -0.13 -0.40 1.78
C -1.72 1.24 2.36
C -2.70 1.75 3.18
C -1.16 1.87 1.12
N -1.50 1.41 -0.08
C -2.82 0.84 -0.35
C -3.90 1.90 -0.30
Te -3.41 3.78 -1.21
C -3.19 4.76 0.64
C -4.27 4.85 1.52
C -4.12 5.49 2.75
C -2.90 6.06 3.09
C -1.84 6.00 2.21
C -1.98 5.35 0.99
C 0.09 2.64 1.17
C 0.73 2.92 2.39
C 1.92 3.60 2.41
C 2.52 4.01 1.22
C 1.91 3.74 0.01
C 0.70 3.05 -0.03
H -4.60 0.79 5.86
H -5.12 1.88 4.58
H -3.89 2.40 5.72
H -3.04 -0.89 5.25
H -0.75 -1.02 6.33
H -0.88 -2.13 8.54
H -1.51 -4.52 8.68
H -1.94 -5.81 6.62
H -1.74 -4.71 4.41
H -3.10 2.74 2.99
H -3.05 0.06 0.39
H -2.76 0.37 -1.32
H -4.17 2.15 0.72
H -4.80 1.54 -0.80
H -5.23 4.43 1.25
H -4.97 5.56 3.42
H -2.79 6.57 4.04
H -0.89 6.46 2.46
H -1.14 5.31 0.30
H 0.26 2.60 3.32
H 2.40 3.81 3.36
H 3.45 4.55 1.24
H 2.36 4.07 -0.92
H 0.18 2.91 -0.97
C 2.22 -2.40 1.27
N 2.49 -2.36 -0.17
C 2.55 -3.47 -0.98
C 2.75 -3.04 -2.25
N 2.80 -1.66 -2.17
C 2.62 -1.25 -0.91
S 2.58 0.41 -0.42
H 2.59 -3.35 1.65
H 1.15 -2.32 1.45
H 2.74 -1.58 1.75
H 2.45 -4.47 -0.59
H 2.85 -3.57 -3.17
H 2.89 -1.02 -2.94
C -0.32 -0.97 -1.13
C -0.51 -1.85 -1.96
C -0.72 -2.90 -2.91
C -0.79 -4.23 -2.48
C -0.99 -5.25 -3.40
C -1.12 -4.95 -4.75
C -1.05 -3.63 -5.19
C -0.85 -2.61 -4.27
H -0.70 -4.45 -1.43
H -1.05 -6.27 -3.06
H -1.27 -5.75 -5.47
H -1.15 -3.40 -6.24
H -0.80 -1.58 -4.60
```

- lowest unoccupied orbital energy (alpha / beta) (eV) = -3.137 / -4.052
- expectation value of S² = 0.762
- ΔE to the lowest compared entry with this formula, charge and spin (eV) = 1.427
- 2S+1 = 2
- charge = +1
- M (g mol⁻¹) = 809.3
- highest occupied orbital energy (alpha / beta) (eV) = -9.927 / -10.048

A 2-piece molecular cluster, C3H2N2O3S overall in a non-equilibrium geometry, computed with ωB97M-V/def2-TZVPD.

XYZ file:
```
11
C3H2N2O3S | the OMol25 dataset | ωB97M-V/def2-TZVPD
C 0.28 0.46 -1.62
C -0.94 0.44 -1.03
C 1.22 -0.73 1.13
N 1.38 0.40 -1.96
N 0.72 -1.49 1.87
O 2.00 0.27 1.11
O -0.12 -2.28 2.18
O -3.26 1.14 -0.31
S -2.06 1.68 -0.88
H 1.97 0.62 0.19
H -1.19 -0.51 -0.67
```

- lowest unoccupied orbital energy (eV) = -2.204
- ΔE to the lowest compared entry with this formula, charge and spin (eV) = 4.586
- charge = 0
- M (g mol⁻¹) = 146.1
- highest occupied orbital energy (eV) = -9.143

One molecule with the formula C18H26N2O3, computed with ωB97M-V/def2-TZVPD.

XYZ file:
```
49
C18H26N2O3 | the OMol25 dataset | ωB97M-V/def2-TZVPD
C 3.11 0.44 -1.46
C 2.38 0.61 -2.79
O 1.01 0.93 -2.68
C 0.68 2.29 -2.50
C 0.42 2.70 -1.05
C -0.95 2.22 -0.54
N -1.07 0.79 -0.58
C -1.99 0.17 -1.34
O -2.88 0.76 -1.93
C -1.87 -1.35 -1.37
H -2.64 -1.71 -2.07
C -0.46 -1.80 -1.78
C 0.22 -2.16 -0.48
O 1.40 -2.36 -0.30
N -0.72 -2.22 0.49
C -0.46 -2.71 1.82
H 0.59 -3.02 1.82
C -0.72 -1.67 2.91
C -0.02 -0.35 2.69
C 1.30 -0.29 2.26
C 1.93 0.93 2.12
C 1.27 2.11 2.42
C -0.05 2.06 2.85
C -0.68 0.83 2.98
H -1.71 0.80 3.32
H -0.58 2.97 3.09
H 1.77 3.06 2.32
H 2.96 0.97 1.78
H 1.84 -1.19 2.02
H -1.79 -1.49 2.99
H -0.39 -2.10 3.86
H -1.08 -3.59 2.01
C -2.07 -1.96 0.03
H -2.58 -1.27 0.70
H -2.64 -2.89 -0.01
H 0.08 -1.02 -2.31
H -0.48 -2.69 -2.41
H -0.31 0.26 -0.18
H -1.75 2.62 -1.16
H -1.09 2.57 0.49
H 0.45 3.78 -0.98
H 1.20 2.28 -0.40
H 1.47 2.92 -2.92
H -0.24 2.45 -3.08
H 2.89 1.36 -3.41
H 2.40 -0.34 -3.33
H 4.12 0.10 -1.66
H 2.61 -0.32 -0.86
H 3.15 1.37 -0.91
```

- lowest unoccupied orbital energy (eV) = 0.781
- ΔE to the lowest compared entry with this formula, charge and spin (eV) = 0.871
- charge = 0
- M (g mol⁻¹) = 318.4
- highest occupied orbital energy (eV) = -9.149

C17H31BeN2P2SeSi as an isolated structure in a non-equilibrium geometry, computed with ωB97M-V/def2-TZVPD.

XYZ file:
```
55
C17H31BeN2P2SeSi | the OMol25 dataset | ωB97M-V/def2-TZVPD
Be -0.17 -0.36 -0.09
C 2.15 -2.26 1.91
P 1.34 -0.69 1.46
C 2.79 0.39 1.29
C 0.57 -0.11 3.00
C 1.21 -0.25 4.23
C 0.61 0.23 5.38
C -0.63 0.84 5.31
C -1.27 0.99 4.10
C -0.68 0.51 2.93
P -1.46 0.70 1.31
C -3.24 0.42 1.62
C -1.46 2.51 1.07
H 2.91 -2.07 2.68
H 2.65 -2.64 1.02
H 1.43 -2.98 2.26
H 3.36 0.41 2.23
H 2.48 1.40 1.02
H 3.40 0.00 0.48
H 2.18 -0.72 4.29
H 1.11 0.12 6.33
H -1.10 1.21 6.21
H -2.24 1.48 4.06
H -3.61 1.16 2.34
H -3.41 -0.59 2.00
H -3.77 0.54 0.68
H -1.88 3.00 1.95
H -2.08 2.71 0.19
H -0.45 2.86 0.87
C 1.89 3.78 -2.83
Si 1.27 2.18 -3.66
C -0.32 2.35 -4.68
C 2.63 1.07 -4.41
Se 0.45 0.72 -1.72
H 2.26 4.47 -3.58
H 2.70 3.58 -2.14
H 1.10 4.27 -2.28
H -0.14 2.93 -5.59
H -1.09 2.85 -4.11
H -0.70 1.38 -4.97
H 3.06 1.53 -5.29
H 2.22 0.11 -4.69
H 3.42 0.89 -3.69
C -1.98 -4.20 -2.97
N -1.65 -3.47 -1.78
C -1.85 -3.85 -0.49
C -1.38 -2.84 0.30
N -0.89 -1.86 -0.50
C -1.07 -2.27 -1.74
H -2.45 -5.15 -2.70
H -1.09 -4.39 -3.55
H -2.68 -3.62 -3.58
H -2.31 -4.78 -0.24
H -1.36 -2.76 1.37
H -0.78 -1.70 -2.61
```

- lowest unoccupied orbital energy (eV) = -2.046
- charge = +1
- M (g mol⁻¹) = 441.5
- highest occupied orbital energy (eV) = -9.849

One molecule with the formula C3H6N2O2S in a non-equilibrium geometry, computed with ωB97M-V/def2-TZVPD.

XYZ file:
```
14
C3H6N2O2S | the OMol25 dataset | ωB97M-V/def2-TZVPD
C 1.85 0.09 -0.36
C 0.62 0.99 -0.30
C -1.52 0.02 -0.15
H 2.48 -1.68 0.41
H 0.77 -1.25 0.71
H 0.85 1.97 0.10
H 0.34 1.07 -1.37
H -3.29 -0.67 0.34
H -2.43 0.02 1.65
N 1.68 -1.04 0.32
N -2.41 -0.49 0.78
O -0.42 0.56 0.51
O -1.64 -0.07 -1.36
S 3.12 0.49 -1.27
```

- lowest unoccupied orbital energy (eV) = 0.514
- ΔE to the lowest compared entry with this formula, charge and spin (eV) = 0.462
- charge = 0
- M (g mol⁻¹) = 134.2
- highest occupied orbital energy (eV) = -8.476

C29H23Cl56FNO6PS as an isolated structure in a non-equilibrium geometry, computed with ωB97M-V/def2-TZVPD.

XYZ file:
```
118
C29H23Cl56FNO6PS | the OMol25 dataset | ωB97M-V/def2-TZVPD
C -3.67 6.02 3.52
C -3.73 5.73 2.01
C -4.06 4.25 1.71
C -3.12 3.62 0.71
O -3.72 2.59 -0.11
S -2.48 2.13 -1.08
O -2.56 2.92 -2.26
O -2.69 0.74 -1.25
O -1.26 2.55 -0.14
C -1.85 2.95 1.17
C -2.05 1.61 1.91
C -0.77 0.89 2.36
C -0.01 0.08 1.32
F 0.92 0.83 0.63
P -0.62 4.10 2.04
N 0.94 3.60 1.57
O -0.89 3.61 3.59
O -4.73 6.55 1.44
C -4.43 7.10 0.18
C -3.39 8.19 0.14
C -2.97 8.89 1.27
C -2.01 9.88 1.16
C -1.39 10.20 -0.05
C -1.81 9.50 -1.18
C -2.79 8.52 -1.07
H -2.72 6.50 3.76
H -3.86 5.14 4.13
H -4.44 6.76 3.75
H -2.72 5.92 1.64
H -5.05 4.28 1.24
H -4.18 3.62 2.59
H -2.92 4.40 -0.03
H -2.67 0.90 1.35
H -2.61 1.84 2.82
H -0.06 1.54 2.86
H -1.09 0.16 3.11
H 0.58 -0.65 1.89
H -0.65 -0.48 0.64
H 1.38 4.44 1.21
H 1.49 3.36 2.40
H -1.04 4.37 4.18
H -5.35 7.56 -0.17
H -4.22 6.30 -0.54
H -3.38 8.70 2.25
H -1.69 10.44 2.03
H -0.62 10.95 -0.11
H -1.33 9.74 -2.12
H -3.07 7.99 -1.97
C -3.57 -2.70 -1.98
Cl -4.44 -2.00 -0.61
Cl -4.32 -4.24 -2.45
Cl -3.64 -1.57 -3.33
Cl -1.90 -2.99 -1.52
C 0.41 -6.34 -2.27
Cl 0.60 -7.88 -1.42
Cl 1.33 -5.08 -1.44
Cl 0.99 -6.51 -3.93
Cl -1.29 -5.86 -2.27
C -7.21 -0.42 1.89
Cl -6.50 -1.96 2.40
Cl -8.24 -0.68 0.48
Cl -8.17 0.26 3.21
Cl -5.92 0.71 1.46
C -2.50 14.28 -0.01
Cl -2.62 12.59 0.53
Cl -2.49 15.36 1.39
Cl -1.01 14.49 -0.94
Cl -3.89 14.67 -1.04
C 3.46 -3.61 2.03
Cl 4.40 -3.83 0.56
Cl 2.40 -5.01 2.29
Cl 4.56 -3.42 3.40
Cl 2.46 -2.15 1.88
C 5.04 -6.96 5.77
Cl 4.25 -6.51 7.30
Cl 5.18 -8.72 5.66
Cl 4.07 -6.36 4.43
Cl 6.65 -6.23 5.71
C 6.26 -1.92 -2.58
Cl 5.83 -3.62 -2.35
Cl 6.24 -1.08 -1.02
Cl 7.87 -1.83 -3.30
Cl 5.09 -1.15 -3.66
C -1.06 -6.61 -7.71
Cl -1.25 -6.06 -6.05
Cl -2.49 -7.54 -8.20
Cl -0.88 -5.22 -8.79
Cl 0.37 -7.64 -7.82
C 4.57 -11.14 8.84
Cl 4.21 -9.42 8.68
Cl 3.47 -11.87 10.01
Cl 4.37 -11.92 7.27
Cl 6.24 -11.34 9.39
C 1.94 -11.71 -2.78
Cl 3.69 -11.60 -2.59
Cl 1.39 -10.52 -3.96
Cl 1.50 -13.33 -3.34
Cl 1.16 -11.40 -1.22
C 9.70 -4.35 0.12
Cl 10.71 -4.65 -1.30
Cl 8.62 -5.72 0.37
Cl 10.73 -4.14 1.54
Cl 8.74 -2.89 -0.14
C 7.44 -3.86 -6.84
Cl 6.66 -2.28 -6.71
Cl 6.21 -5.12 -6.74
Cl 8.29 -3.97 -8.38
Cl 8.60 -4.06 -5.52
C -4.33 -7.45 -12.17
Cl -3.44 -8.22 -13.49
Cl -3.21 -6.53 -11.16
Cl -5.55 -6.36 -12.83
Cl -5.11 -8.69 -11.19
C 0.94 6.61 6.40
Cl 2.67 6.29 6.51
Cl 0.67 8.17 5.64
Cl 0.18 5.34 5.42
Cl 0.24 6.60 8.02
```

- lowest unoccupied orbital energy (eV) = -0.213
- charge = 0
- M (g mol⁻¹) = 2548.9
- highest occupied orbital energy (eV) = -8.901

C34H35N2O7P4PbTe as an isolated structure, computed with ωB97M-V/def2-TZVPD.

XYZ file:
```
84
C34H35N2O7P4PbTe | the OMol25 dataset | ωB97M-V/def2-TZVPD
Pb -0.62 0.03 -2.00
O -1.93 -3.09 2.29
P -0.58 -3.24 1.52
O 0.50 -3.96 2.17
O -0.19 -1.71 1.13
O -0.98 -3.78 0.08
P -2.09 -3.04 -0.87
O -2.58 -4.20 -1.81
O -3.15 -2.48 0.03
O -1.32 -2.11 -1.77
H -2.65 -2.91 1.61
H -3.18 -4.83 -1.38
C 0.30 1.53 2.90
N 0.10 0.88 1.59
P 0.87 -0.52 1.15
C 2.06 -0.88 2.42
C 3.38 -0.47 2.22
C 4.32 -0.68 3.21
C 3.95 -1.29 4.40
C 2.63 -1.69 4.61
C 1.68 -1.48 3.63
C 1.44 -0.42 -0.47
C 2.01 -1.75 -1.02
C 3.58 -1.67 -1.23
C 4.01 -0.40 -2.01
C 3.29 0.83 -1.59
C 2.18 0.80 -0.85
P -1.29 1.27 0.64
C -2.61 1.47 1.86
C -3.26 0.31 2.29
C -4.25 0.39 3.25
C -4.61 1.62 3.78
C -3.97 2.78 3.35
C -2.97 2.70 2.39
C -0.97 2.96 0.06
C 0.21 3.67 0.26
C 0.39 4.92 -0.31
C -0.62 5.48 -1.08
C -1.81 4.79 -1.28
C -1.98 3.54 -0.71
H 1.35 1.49 3.19
H -0.30 1.05 3.68
H 0.00 2.57 2.82
H 3.66 0.01 1.29
H 5.34 -0.37 3.06
H 4.69 -1.47 5.17
H 2.35 -2.17 5.53
H 0.66 -1.80 3.79
H 1.81 -2.57 -0.31
H 4.06 -1.71 -0.25
H 5.08 -0.27 -1.80
H 3.72 1.79 -1.85
H 1.75 1.75 -0.52
H -2.99 -0.65 1.87
H -4.75 -0.52 3.58
H -5.39 1.68 4.53
H -4.25 3.74 3.76
H -2.48 3.61 2.05
H 1.00 3.24 0.87
H 1.31 5.46 -0.14
H -0.48 6.46 -1.52
H -2.60 5.24 -1.86
H -2.93 3.02 -0.85
C -4.18 1.59 -3.54
Te -3.94 0.32 -1.86
C -4.57 -1.44 -2.87
H -5.23 1.62 -3.83
H -3.57 1.23 -4.36
H -3.86 2.59 -3.26
H -3.82 -1.76 -3.59
H -5.51 -1.21 -3.37
H -4.73 -2.21 -2.12
N 4.97 -3.72 -5.41
C 4.65 -3.09 -4.51
C 4.26 -2.29 -3.38
C 4.06 -2.76 -2.15
C 1.44 -2.16 -2.37
C 1.63 -1.33 -3.37
C 2.48 -0.56 -3.98
C 3.91 -0.82 -3.52
H 4.22 -3.79 -1.85
H 1.05 -3.16 -2.51
H 2.25 0.33 -4.56
H 4.63 -0.28 -4.14
```

- lowest unoccupied orbital energy (eV) = -2.774
- ΔE to the lowest compared entry with this formula, charge and spin (eV) = 0.128
- charge = +1
- M (g mol⁻¹) = 1042.4
- highest occupied orbital energy (eV) = -10.312

One molecule with the formula C3H3NO in a non-equilibrium geometry, computed with ωB97M-V/def2-TZVPD.

XYZ file:
```
8
C3H3NO | the OMol25 dataset | ωB97M-V/def2-TZVPD
C -2.24 -0.08 0.02
C 1.57 0.12 0.36
C 0.38 -0.09 -0.27
N -1.10 -0.10 -0.14
O -3.39 -0.06 0.15
H 2.39 0.20 -0.21
H 1.84 0.24 1.47
H 0.55 -0.22 -1.38
```

- lowest unoccupied orbital energy (alpha / beta) (eV) = 0.758 / -2.697
- expectation value of S² = 2.010
- ΔE to the lowest compared entry with this formula, charge and spin (eV) = 1.434
- 2S+1 = 3
- charge = 0
- M (g mol⁻¹) = 69.1
- highest occupied orbital energy (alpha / beta) (eV) = -6.113 / -10.796